(1)
Computed, not measured: a cluster of 2 separate species, C12H16N2O in total, with the ωB97M-V functional and the def2-TZVPD basis.

Structure (ORCA input):
```
! wB97M-V def2-TZVPD RIJCOSX def2/J DEFGRID3
* xyz 0 1
C 0.11 -2.86 0.64
C 0.65 -1.78 -0.20
C 0.43 -1.64 -1.54
N 0.99 -0.46 -1.99
C 1.55 0.17 -0.88
C 2.16 1.42 -0.81
C 2.74 1.74 0.41
C 2.58 0.93 1.57
C 1.95 -0.28 1.47
C 1.46 -0.70 0.21
H 0.86 -3.63 0.85
H -0.88 -3.25 0.44
H -0.18 -2.49 1.66
H -0.03 -2.25 -2.30
H 1.22 -0.25 -2.94
H 2.15 2.19 -1.56
H 3.32 2.64 0.44
H 2.95 1.25 2.54
H 1.88 -1.06 2.22
C -1.63 1.81 1.18
C -2.36 0.58 0.59
C -2.63 0.82 -0.87
N -2.44 -0.23 -1.75
O -2.96 1.89 -1.35
H -2.18 2.76 1.11
H -0.57 1.89 0.95
H -1.73 1.77 2.27
H -1.75 -0.29 0.82
H -3.34 0.48 1.06
H -2.41 -0.13 -2.75
H -1.91 -1.06 -1.51
*
```

* E_HOMO: -0.2958 Ha
* structure (SMILES): Cc1c[nH]c2ccccc12.CCC(N)=O
* lowest unoccupied orbital energy: 0.7 eV
* ΔE to the lowest compared entry with this formula, charge and spin: 16.66 kcal/mol
* M: 204.27 g mol⁻¹

(2)
Computed, not measured: an isolated molecule of C12H16N2O4, with the ωB97M-V functional and the def2-TZVPD basis.

Structure (ORCA input):
```
! wB97M-V def2-TZVPD RIJCOSX def2/J DEFGRID3
* xyz 0 1
C 3.03 1.56 3.65
C 1.78 1.29 2.85
N 0.82 0.34 3.45
C 2.05 0.82 1.41
O 3.12 0.46 0.94
N 0.94 0.72 0.62
C -0.45 0.77 0.98
C -1.29 1.31 -0.21
C -1.19 0.43 -1.45
C -0.25 0.69 -2.47
C -0.16 -0.12 -3.64
C -1.01 -1.24 -3.78
O -0.89 -2.14 -4.83
C -1.91 -1.53 -2.73
C -1.99 -0.68 -1.62
C -0.92 -0.63 1.42
O -0.24 -1.64 1.41
O -2.19 -0.62 1.88
H 3.74 2.21 3.12
H 2.82 2.03 4.58
H 3.55 0.61 3.86
H 1.25 2.24 2.75
H 0.45 0.79 4.33
H 1.36 -0.48 3.76
H 1.17 0.37 -0.33
H -0.60 1.42 1.81
H -0.92 2.31 -0.43
H -2.31 1.44 0.15
H 0.27 1.63 -2.41
H 0.59 0.05 -4.39
H -0.59 -1.62 -5.63
H -2.61 -2.37 -2.79
H -2.61 -0.99 -0.80
H -2.37 -1.55 2.16
*
```

* E_HOMO: -0.3235 Ha
* structure (SMILES): C[C@H](N)C(=O)N[C@@H](Cc1ccc(O)cc1)C(=O)O
* lowest unoccupied orbital energy: 0.6 eV
* ΔE to the lowest compared entry with this formula, charge and spin: 17.05 kcal/mol
* M: 252.27 g mol⁻¹

(3)
Computed, not measured: an isolated molecule of C12H16N2O4S, with the ωB97M-V functional and the def2-TZVPD basis.

Structure (ORCA input):
```
! wB97M-V def2-TZVPD RIJCOSX def2/J DEFGRID3
* xyz 0 1
N -1.13 -2.58 1.15
C -0.86 -2.55 -0.28
C -2.32 -2.10 -0.82
C -2.44 -0.74 -0.46
C -1.81 0.41 -1.22
C -1.93 1.74 -0.82
C -2.62 2.05 0.42
O -2.45 3.29 1.05
C -3.35 1.10 1.11
C -3.21 -0.27 0.59
C 0.05 -1.52 -0.85
O 0.14 -1.37 -2.02
N 0.74 -1.04 0.16
C 1.94 -0.22 -0.07
C 1.57 1.15 -0.34
S 3.06 2.19 -0.90
C 2.89 -0.55 0.94
O 3.92 -1.32 0.62
O 2.70 -0.09 2.22
H -1.59 -1.63 1.58
H -0.58 -3.22 1.81
H -0.55 -3.54 -0.76
H -2.89 -2.91 -0.08
H -2.45 -2.19 -1.95
H -1.18 0.08 -2.03
H -1.70 2.58 -1.33
H -2.17 3.95 0.30
H -3.94 1.44 2.03
H -3.54 -1.12 1.17
H 0.51 -1.17 1.21
H 2.36 -0.71 -0.87
H 1.12 1.17 -1.35
H 1.10 1.86 0.43
H 3.85 1.27 -1.65
H 3.48 -0.59 2.66
*
```

* E_HOMO: -0.3121 Ha
* structure (SMILES): N[C@@H](Cc1ccc(O)cc1)C(=O)N[C@@H](CS)C(=O)O
* lowest unoccupied orbital energy: 0.3 eV
* ΔE to the lowest compared entry with this formula, charge and spin: 107.54 kcal/mol
* M: 284.34 g mol⁻¹

(4)
Computed, not measured: the ion C12H16N3 with charge +1, with the ωB97M-V functional and the def2-TZVPD basis.

Structure (ORCA input):
```
! wB97M-V def2-TZVPD RIJCOSX def2/J DEFGRID3
* xyz 1 1
C -2.30 -3.03 -2.72
N -1.05 -2.42 -2.32
C 0.09 -3.19 -2.80
C -0.95 -0.93 -2.10
N -0.60 -0.54 -0.67
C -1.23 -0.94 0.56
C -0.82 -0.13 1.57
N 0.01 0.87 0.98
C 0.73 1.86 1.72
C 1.32 2.97 1.10
C 2.23 3.75 1.83
C 2.36 3.58 3.21
C 1.68 2.54 3.86
C 0.94 1.62 3.09
C 0.01 0.63 -0.34
H -2.12 -4.13 -2.79
H -3.10 -2.85 -2.01
H -2.68 -2.65 -3.69
H -0.25 -4.25 -2.89
H 0.46 -2.84 -3.79
H 0.94 -3.14 -2.13
H -0.29 -0.62 -2.94
H -1.98 -0.55 -2.36
H -1.94 -1.73 0.48
H -1.03 -0.12 2.64
H 1.11 3.17 0.06
H 2.82 4.48 1.29
H 2.99 4.24 3.79
H 1.71 2.40 4.94
H 0.53 0.72 3.56
H 0.39 1.25 -1.13
*
```

* E_HOMO: -0.4356 Ha
* structure (SMILES): CN(C)C[n+]1ccn(-c2ccccc2)c1
* lowest unoccupied orbital energy: -3.4 eV
* ΔE to the lowest compared entry with this formula, charge and spin: 39.57 kcal/mol
* M: 202.28 g mol⁻¹

(5)
Computed, not measured: an isolated molecule of C12H16N6O3, with the ωB97M-V functional and the def2-TZVPD basis.

Structure (ORCA input):
```
! wB97M-V def2-TZVPD RIJCOSX def2/J DEFGRID3
* xyz 0 1
N -0.09 -2.20 -0.71
C 0.99 -1.46 -0.11
C 2.35 -1.77 -0.72
C 3.50 -0.93 -0.20
C 4.25 0.05 -0.72
N 5.17 0.39 0.27
C 4.86 -0.40 1.34
N 3.87 -1.21 1.14
C 0.62 0.04 -0.24
O 1.31 0.80 -0.93
N -0.43 0.49 0.45
C -1.41 1.39 -0.21
C -2.82 1.13 0.41
C -3.40 -0.26 0.19
C -4.74 -0.41 0.17
N -4.96 -1.78 0.14
C -3.69 -2.31 0.09
N -2.75 -1.45 0.10
C -0.97 2.88 -0.07
O -1.65 3.71 0.51
O 0.20 3.17 -0.59
H -0.92 -1.92 -0.27
H -0.03 -3.19 -0.60
H 1.22 -1.56 1.00
H 2.33 -1.74 -1.83
H 2.57 -2.86 -0.46
H 4.25 0.53 -1.72
H 6.01 0.91 -0.03
H 5.53 -0.38 2.18
H -0.87 -0.22 1.05
H -1.46 1.20 -1.29
H -2.70 1.29 1.46
H -3.53 1.88 0.08
H -5.55 0.28 0.17
H -5.86 -2.18 0.05
H -3.52 -3.40 0.06
H 0.67 2.42 -0.99
*
```

* E_HOMO: -0.3123 Ha
* structure (SMILES): N[C@@H](Cc1c[nH]cn1)C(=O)N[C@@H](Cc1c[nH]cn1)C(=O)O
* lowest unoccupied orbital energy: 0.5 eV
* ΔE to the lowest compared entry with this formula, charge and spin: 41.02 kcal/mol
* M: 292.30 g mol⁻¹

(6)
Computed, not measured: an isolated molecule of C12H16N6O3, with the ωB97M-V functional and the def2-TZVPD basis.

Structure (ORCA input):
```
! wB97M-V def2-TZVPD RIJCOSX def2/J DEFGRID3
* xyz 0 1
N 0.25 -1.73 -1.96
C 1.12 -1.12 -0.94
C 2.64 -1.24 -1.20
C 3.37 -0.75 0.12
C 4.34 0.16 0.11
N 4.63 0.52 1.44
C 3.77 -0.22 2.18
N 3.09 -1.03 1.45
C 0.74 0.34 -0.80
O 1.44 1.19 -1.33
N -0.40 0.48 -0.18
C -1.38 1.57 -0.29
C -2.55 1.41 0.69
C -3.17 0.06 0.56
C -4.49 -0.32 0.56
N -4.53 -1.67 0.67
C -3.26 -2.18 0.55
N -2.42 -1.11 0.47
C -0.92 3.01 -0.09
O -1.41 3.76 0.66
O 0.07 3.49 -0.89
H -0.74 -1.45 -1.82
H 0.49 -2.66 -2.29
H 1.09 -1.58 0.12
H 2.99 -0.63 -2.09
H 2.86 -2.29 -1.27
H 4.70 0.80 -0.70
H 5.28 1.27 1.69
H 3.88 -0.30 3.16
H -0.89 -0.41 0.12
H -1.79 1.39 -1.26
H -2.18 1.53 1.68
H -3.46 2.05 0.62
H -5.42 0.26 0.56
H -5.34 -2.25 0.69
H -3.07 -3.24 0.35
H 0.64 2.88 -1.35
*
```

* E_HOMO: -0.3166 Ha
* structure (SMILES): N[C@@H](Cc1c[nH]cn1)C(=O)N[C@@H](Cc1c[nH]cn1)C(=O)O
* lowest unoccupied orbital energy: 0.4 eV
* ΔE to the lowest compared entry with this formula, charge and spin: 64.20 kcal/mol
* M: 292.30 g mol⁻¹

(7)
Computed, not measured: the ion C12H16NO with charge +1, with the ωB97M-V functional and the def2-TZVPD basis.

Structure (ORCA input):
```
! wB97M-V def2-TZVPD RIJCOSX def2/J DEFGRID3
* xyz 1 1
C 2.57 2.45 -0.71
C 1.76 1.20 -1.04
C 0.37 1.35 -0.31
C -0.31 0.05 -0.01
C -0.03 -1.14 0.58
C 1.23 -1.70 1.05
C 1.32 -3.02 1.38
C 0.16 -3.84 1.46
C -1.08 -3.41 1.14
C -1.23 -2.05 0.69
C -2.31 -1.57 0.02
C -2.10 -0.11 -0.40
N -2.60 0.86 0.58
O -2.52 0.36 -1.61
H 2.44 2.66 0.30
H 2.30 3.33 -1.19
H 3.65 2.12 -0.90
H 1.53 1.12 -2.08
H 2.44 0.45 -0.95
H 0.66 2.02 0.55
H -0.19 2.02 -1.01
H 2.01 -0.92 1.28
H 2.20 -3.40 1.76
H 0.48 -4.80 1.59
H -2.03 -4.09 1.06
H -3.31 -2.02 -0.16
H -2.36 0.52 1.49
H -3.63 0.92 0.33
H -2.26 1.78 0.51
H -2.27 -0.31 -2.27
*
```

* E_HOMO (alpha / beta): -0.4140 / -0.4140 Ha
* structure (SMILES): CCCC1=c2ccccc2=C[C@]1([NH3+])O
* lowest unoccupied orbital energy (alpha / beta): -4.3 / -4.3 eV
* ΔE to the lowest compared entry with this formula, charge and spin: 57.38 kcal/mol
* M: 190.27 g mol⁻¹

(8)
Computed, not measured: a structure of composition C12H16O6S2, with the ωB97M-V functional and the def2-TZVPD basis.

Structure (ORCA input):
```
! wB97M-V def2-TZVPD RIJCOSX def2/J DEFGRID3
* xyz 0 1
O 0.40 -2.94 -1.66
O 2.31 -1.51 -1.89
O -0.44 -1.42 2.59
O -1.33 -2.70 0.67
O -2.33 3.31 -1.35
O -0.24 3.63 0.58
C -1.75 1.03 -1.57
C -0.99 -0.07 -1.20
C 0.26 1.35 0.35
C -1.53 2.29 -0.97
C -0.52 2.45 -0.02
C 0.01 0.08 -0.21
C -1.62 4.21 -2.21
C -1.26 4.14 1.46
C 1.64 -4.35 0.79
C 2.49 -3.36 -0.02
C 0.97 -3.56 1.91
C 0.83 -1.07 0.28
S 1.48 -2.21 -0.95
S -0.11 -2.18 1.34
H -2.43 0.94 -2.40
H -1.22 -1.07 -1.60
H 1.01 1.41 1.09
H -2.31 4.68 -2.93
H -1.23 5.02 -1.61
H -0.78 3.73 -2.73
H -2.01 4.72 0.92
H -0.76 4.76 2.24
H -1.79 3.30 1.96
H 0.86 -4.82 0.17
H 2.31 -5.14 1.18
H 3.13 -3.90 -0.73
H 3.15 -2.78 0.62
H 0.39 -4.21 2.54
H 1.73 -3.07 2.52
H 1.67 -0.70 0.85
*
```

* E_HOMO: -0.3334 Ha
* lowest unoccupied orbital energy: 0.2 eV
* ΔE to the lowest compared entry with this formula, charge and spin: 0.00 kcal/mol
* M: 320.39 g mol⁻¹